Entry 1:
A 2-piece molecular cluster, CHF4O overall. Source: the OMol25 dataset; level of theory: ωB97M-V/def2-TZVPD.

The geometry in ORCA input format:
```
! wB97M-V def2-TZVPD RIJCOSX def2/J DEFGRID3
* xyz -1 1
C -0.003 0.406 0.808
F 0.024 1.138 1.944
F -0.253 -0.844 1.145
F -0.957 0.893 0.040
F 1.177 0.517 0.231
O -0.082 -1.328 -1.698
H 0.094 -0.782 -2.469
*
```

Summary:
E ... -513.41108 Ha
LUMO level ... 0.1477 Ha
HOMO ... -2.0045 eV
Strongest force on any atom ... 0.80 eV/Å
Orbital gap ... 6.02 eV

Formally, the Löwdin partial charges of the atoms, in units of the elementary charge, are as follows: atom 1 (C): -0.778, atom 2 (F): 0.118, atom 3 (F): 0.174, atom 4 (F): 0.173, atom 5 (F): 0.173, atom 6 (O): -0.637, atom 7 (H): -0.222

Entry 2:
CHF6FeN4O18S6 as an isolated structure. Source: the OMol25 dataset; level of theory: ωB97M-V/def2-TZVPD.

The geometry in ORCA input format:
```
! wB97M-V def2-TZVPD RIJCOSX def2/J DEFGRID3
* xyz -1 7
Fe -0.095 0.031 0.061
O -3.901 0.541 1.783
C -3.373 0.094 0.557
O -2.148 0.327 0.429
O -3.979 -0.399 -0.411
H -3.047 0.804 2.134
N -0.225 2.436 2.677
O -0.072 1.694 1.763
O 0.576 3.374 2.998
O -1.288 2.271 3.212
N 1.319 -0.737 1.076
S 1.604 -1.517 2.638
O 2.365 -0.765 3.561
O 1.810 -3.021 2.729
F 0.110 -1.440 3.210
S 2.889 -1.066 0.872
O 3.150 -2.434 0.543
O 3.945 -0.236 1.399
F 2.881 -0.371 -0.616
N -0.316 -1.518 -1.016
S -0.947 -3.066 -0.581
O 0.040 -3.946 -0.127
O -2.160 -3.553 -1.217
F -1.647 -2.645 0.833
S -0.206 -1.879 -2.483
O -1.331 -1.520 -3.294
O 0.708 -2.917 -3.003
F 0.690 -0.567 -2.811
N 0.198 1.505 -1.059
S -0.753 2.340 -2.355
O -0.374 2.276 -3.761
O -1.297 3.616 -1.853
F -2.103 1.402 -2.319
S 1.320 2.564 -1.490
O 1.203 3.968 -1.225
O 2.201 2.196 -2.561
F 2.258 2.158 -0.291
*
```

Summary:
E ... -5863.65300 Ha
LUMO level (alpha / beta) ... -0.0040 / -0.1353 Ha
HOMO (alpha / beta) ... -8.3099 / -7.7086 eV
Strongest force on any atom ... 12.10 eV/Å
Orbital gap (alpha / beta) ... 8.20 / 4.03 eV

Formally, the Löwdin partial charges of the atoms, in units of the elementary charge, are as follows: atom 1 (Fe): 1.005, atom 2 (O): 0.103, atom 3 (C): -0.693, atom 4 (O): -0.080, atom 5 (O): 0.091, atom 6 (H): 0.063, atom 7 (N): -0.534, atom 8 (O): 0.111, atom 9 (O): 0.201, atom 10 (O): 0.256, atom 11 (N): -0.327, atom 12 (S): 0.605, atom 13 (O): -0.217, atom 14 (O): -0.252, atom 15 (F): -0.179, atom 16 (S): 0.487, atom 17 (O): -0.204, atom 18 (O): -0.214, atom 19 (F): -0.215, atom 20 (N): -0.360, atom 21 (S): 0.600, atom 22 (O): -0.195, atom 23 (O): -0.207, atom 24 (F): -0.189, atom 25 (S): 0.475, atom 26 (O): -0.223, atom 27 (O): -0.226, atom 28 (F): -0.215, atom 29 (N): -0.313, atom 30 (S): 0.667, atom 31 (O): -0.206, atom 32 (O): -0.256, atom 33 (F): -0.174, atom 34 (S): 0.425, atom 35 (O): -0.211, atom 36 (O): -0.212, atom 37 (F): -0.187